(1)
This record from the Open Molecules 2025 dataset describes a 9-piece molecular cluster, H18O9 overall at a distorted geometry. The level of theory is ωB97M-V with the def2-TZVPD basis set.

Max |F| (eV/A): 1.2
HOMO level (alpha / beta) (eV): 0.30 / -7.30
Frontier orbital gap (alpha / beta) (eV): 2.46 / 9.95
Charge: -1
Multiplicity: 2
M (Da): 162.14
Energy relative to the best compared isomer or geometry (same formula, charge and spin) (eV): 0.665

Positions of all 27 atoms, in Å:
O1 -3.70717 -24.40531 9.88510
H1 -3.01828 -24.41159 9.22056
H2 -4.49477 -24.13721 9.41179
O2 -8.07734 -24.15498 10.46678
H3 -7.90820 -24.10783 11.40774
H4 -7.22882 -23.97685 10.06119
O3 -9.17669 -23.91219 13.30671
H5 -8.33304 -23.93112 13.75852
H6 -9.43267 -24.83195 13.23770
O4 -9.20435 -26.55669 9.13078
H7 -9.12704 -25.64588 9.41483
H8 -9.84139 -26.94239 9.73217
O5 -6.03688 -23.64860 8.70672
H9 -6.13341 -23.57401 7.75733
H10 -6.14327 -22.75388 9.02980
O6 -6.28363 -23.83599 13.49589
H11 -6.19814 -22.89374 13.35063
H12 -5.49225 -24.07739 13.97721
O7 -7.05445 -26.70661 12.43985
H13 -7.25483 -26.46809 13.34493
H14 -7.47316 -27.55869 12.31790
O8 -10.65136 -22.06696 11.93568
H15 -11.20977 -21.73827 12.64022
H16 -10.28218 -22.87963 12.28138
O9 -10.39875 -23.03903 9.42486
H17 -10.60584 -22.56697 10.23139
H18 -9.54031 -23.42940 9.58895

Cartesian forces, eV/Å:
0.713 -0.156 0.405
0.200 -0.027 -0.085
-0.510 -0.006 -0.191
-0.261 0.122 -0.234
-0.134 -0.149 0.662
0.190 -0.388 -0.257
-0.786 0.131 -0.274
0.914 0.119 0.333
-0.068 -0.536 -0.005
-0.090 -0.539 -0.474
0.278 0.426 0.370
-0.110 -0.013 0.138
0.147 0.003 -0.137
-0.160 -0.134 -0.362
-0.001 0.589 0.170
-0.793 -0.506 -0.287
0.082 0.790 -0.063
0.512 -0.242 0.325
0.166 0.056 -0.379
0.035 0.274 0.504
-0.163 -0.289 -0.109
-0.514 0.724 -0.249
-0.096 0.098 0.102
0.663 -0.441 0.472
-0.535 -0.116 -1.107
-0.110 0.275 0.403
0.432 -0.067 0.327

***

(2)
This record from the Open Molecules 2025 dataset describes a 9-piece molecular cluster, H18O9 overall at a distorted geometry. The level of theory is ωB97M-V with the def2-TZVPD basis set.

Max |F| (eV/A): 5.6
HOMO level (eV): -10.19
Frontier orbital gap (eV): 9.93
Multiplicity: 1
M (Da): 162.13
Energy relative to the best compared isomer or geometry (same formula, charge and spin) (eV): 4.763

Positions of all 27 atoms, in Å:
H1 -0.54291 0.26786 0.01332
H2 0.71324 0.89852 -0.64296
H3 -3.79554 -0.62033 -0.64193
H4 -5.14146 -0.07413 -0.36573
H5 -3.75511 4.67352 -0.49894
H6 -3.10581 3.89389 0.56283
H7 -0.91377 -2.14685 -1.84690
H8 -2.01564 -3.13561 -1.90593
H9 4.27466 0.93196 -1.33151
H10 4.66861 2.28576 -1.96930
H11 1.00667 -0.49876 -1.61989
H12 1.95105 -0.17751 -2.74058
H13 2.39258 0.27269 2.88244
H14 2.26789 1.56037 3.54950
H15 -1.56929 -1.94827 0.75889
H16 -0.00644 -1.97805 0.71099
H17 0.96975 -1.21330 2.88783
H18 1.85342 -1.46209 1.82550
O1 0.27217 0.76213 0.20280
O2 -4.31039 -0.33813 0.01320
O3 -3.20591 3.87737 -0.32646
O4 -1.06662 -3.00836 -1.71198
O5 5.03350 1.46996 -1.64930
O6 1.50412 -0.94896 -2.29325
O7 1.98439 1.16947 2.72342
O8 -0.77786 -2.50344 0.92743
O9 1.31470 -2.00972 2.48651

Cartesian forces, eV/Å:
0.276 0.388 0.030
-0.227 0.359 0.183
3.135 -1.761 -4.271
-0.393 0.149 -0.238
0.556 -0.837 -0.052
0.652 -0.165 4.425
1.078 4.957 -0.947
0.781 -0.037 0.149
0.801 0.642 -0.309
-0.334 0.558 -0.168
-0.400 -0.153 0.649
-0.534 -1.389 0.363
-0.590 1.160 -0.647
-0.105 0.767 0.311
0.829 -0.565 0.125
0.046 0.044 0.161
-1.091 0.025 0.952
-0.560 -1.835 0.710
-0.184 -0.526 -0.123
-2.716 1.599 4.484
-1.202 0.982 -4.395
-1.925 -5.073 0.144
-0.462 -1.211 0.502
1.017 1.356 -1.103
0.880 -1.894 0.495
-1.384 0.463 0.135
2.058 1.993 -1.565

***

(3)
This record from the Open Molecules 2025 dataset describes a 9-piece molecular cluster, H18O9 overall. The level of theory is ωB97M-V with the def2-TZVPD basis set.

Max |F| (eV/A): 0.7
HOMO level (eV): -10.76
Frontier orbital gap (eV): 10.68
Multiplicity: 1
M (Da): 162.13
Energy relative to the best compared isomer or geometry (same formula, charge and spin) (eV): 3.642

Positions of all 27 atoms, in Å:
H1 0.89829 -0.13322 1.95601
H2 1.41992 0.19065 0.56566
H3 2.37198 0.49352 -3.67492
H4 2.27973 -0.53918 -4.78625
H5 -1.15043 0.26007 4.82381
H6 0.19544 0.48379 4.15400
H7 0.20643 -2.83550 0.55768
H8 0.14878 -2.94840 2.07227
H9 -2.29859 0.29903 -1.64332
H10 -2.25630 -0.11373 -3.10547
H11 0.77690 -0.65176 -1.24282
H12 1.51568 -1.96777 -1.42273
H13 0.41187 2.86976 2.58694
H14 1.61171 3.57908 3.19298
H15 -0.77844 1.82804 -0.61129
H16 -0.27406 3.22631 -0.92827
H17 -1.37163 -2.25784 -0.28579
H18 -2.28448 -1.58153 -1.29541
O1 0.95259 0.58206 1.31225
O2 1.75143 -0.10342 -4.10801
O3 -0.71192 0.21820 3.96652
O4 -0.41415 -2.86208 1.29467
O5 -2.08524 0.63382 -2.52160
O6 0.74884 -1.47728 -1.73954
O7 1.28506 2.70289 2.95934
O8 -0.74628 2.48216 -1.31845
O9 -2.20313 -2.37767 -0.75826

Cartesian forces, eV/Å:
-0.256 0.051 -0.008
0.069 0.127 0.167
-0.126 0.012 -0.052
-0.086 0.029 0.021
-0.019 -0.050 -0.113
-0.014 0.246 -0.023
0.101 -0.158 -0.038
-0.177 0.000 0.043
-0.123 0.259 -0.042
0.060 0.028 -0.092
-0.167 0.126 -0.311
0.059 -0.008 -0.236
0.042 -0.222 -0.045
0.000 -0.077 0.068
0.049 0.043 0.006
-0.028 -0.038 0.022
-0.364 0.018 0.014
0.075 -0.345 -0.031
0.026 -0.330 -0.432
0.306 0.064 -0.164
0.127 -0.077 0.125
0.477 0.043 0.122
-0.207 -0.505 -0.047
0.011 -0.246 0.701
0.025 0.415 0.238
0.306 0.326 0.293
-0.166 0.270 -0.186

***

(4)
This record from the Open Molecules 2025 dataset describes H18O9 as an isolated structure at a distorted geometry. The level of theory is ωB97M-V with the def2-TZVPD basis set.

Max |F| (eV/A): 11.9
HOMO level (eV): -8.89
Frontier orbital gap (eV): 8.78
Multiplicity: 1
M (Da): 162.14
Energy relative to the best compared isomer or geometry (same formula, charge and spin) (eV): 16.955

Positions of all 27 atoms, in Å:
O1 -1.50129 1.15905 -0.15146
H1 -0.71285 1.69936 -0.20304
H2 -1.19190 0.26725 -0.31023
O2 1.97148 -1.35352 1.48024
H3 1.03792 -1.27029 1.67457
H4 2.39367 -1.38259 2.33881
O3 0.59989 1.45618 -0.72828
H5 1.36069 1.92027 -0.37892
H6 0.91105 1.06599 -1.54508
O4 0.13581 -0.89191 1.98228
H7 0.26299 -1.15598 2.89351
H8 -0.50402 -0.18127 2.02541
O5 -0.10765 -0.43835 -0.16894
H9 0.21130 -0.37045 0.73099
H10 0.25674 0.32838 -0.61120
O6 -0.88853 -2.29780 -0.41662
H11 -0.53386 -1.41171 -0.48933
H12 -1.19789 -2.35906 0.48714
O7 -0.53759 1.04442 1.98087
H13 -1.04378 1.85553 1.93495
H14 0.34836 1.32696 2.20781
O8 -0.84752 0.06045 -2.35333
H15 -1.40809 0.81873 -2.51761
H16 -1.45802 -0.66229 -2.20782
O9 1.13512 0.23197 -2.33015
H17 0.27783 -0.16139 -2.16722
H18 1.03016 0.70207 -3.15733

Cartesian forces, eV/Å:
-6.681 4.035 0.055
-0.936 0.050 -0.060
-1.010 0.147 0.590
8.496 -1.734 -1.691
3.405 -2.030 -2.190
0.638 -0.119 -0.032
2.808 9.731 3.810
0.367 -0.015 0.274
1.885 -0.101 -2.767
-9.084 -2.557 7.225
-0.198 -0.223 0.527
-2.014 0.344 0.260
4.303 0.032 1.172
0.473 -0.070 -1.617
0.755 -0.648 1.201
-3.365 -6.914 -1.011
0.211 -1.131 -0.390
-0.141 -0.232 -0.015
-0.371 5.482 1.725
-0.785 -0.035 -0.436
0.497 -0.018 0.322
-8.062 -0.974 -2.307
-0.111 0.562 0.359
-0.606 -0.681 0.189
8.873 -1.165 -4.141
0.459 -1.321 -0.502
0.193 -0.418 -0.550